15
Properties=species:S:1:pos:R:3 method="wB97M-V/def2-TZVPD" relative_energy_kj_mol=43.7 e_lumo_ha=0.1575 homo_lumo_gap_ha=0.32805 charge=-1 energy_ha=-399.661199
O 0.944 0.002 -1.979
O -0.715 -0.567 0.857
O -0.489 1.383 -0.241
N 1.322 -1.916 -0.567
C -0.948 0.643 0.674
C -1.951 1.319 1.619
C 1.821 -0.667 -1.120
H 1.085 -2.582 -1.332
H 0.494 -1.636 0.062
H 2.033 -0.017 -0.268
H -1.591 2.256 1.982
H -2.243 0.601 2.401
H 0.337 0.538 -1.474
H -2.854 1.548 1.051
H 2.757 -0.906 -1.668

---

11
Properties=species:S:1:pos:R:3 method="wB97M-V/def2-TZVPD" relative_energy_kj_mol=368.7 e_lumo_ha=0.0062 homo_lumo_gap_ha=0.32671 charge=0 energy_ha=-836.174627
Cl 2.666 -0.229 -0.256
O -2.433 0.082 -0.280
O -0.990 -1.651 -0.144
N 0.084 1.926 -0.152
N 0.349 -1.833 -0.106
C 0.048 0.473 -0.337
C -1.332 -0.364 -0.207
C 0.992 -0.537 -0.131
H -0.847 2.262 0.052
H 0.796 -2.354 0.583
H 0.666 2.224 0.977

---

82
Properties=species:S:1:pos:R:3 method="wB97M-V/def2-TZVPD" spin_multiplicity=2 relative_energy_kj_mol=87.1 e_lumo_ha="0.0624 / 0.0276" homo_lumo_gap_ha="0.25208 / 0.22653" charge=-1 s_squared=0.75 energy_ha=-7907.743110
Ba -0.680 1.556 -1.004
Br -2.716 -1.023 -1.829
Ge -0.785 -1.370 1.148
Cl -5.059 5.746 -0.562
Cl -2.430 6.467 0.209
Si 0.600 -1.354 3.177
Si -0.304 -3.619 0.199
Si -3.074 -1.540 2.037
O 2.652 1.191 -1.003
O 1.241 -0.430 -3.106
O 0.602 2.097 -4.248
O 2.513 3.768 -2.492
O -1.946 3.866 -2.131
O -2.652 3.347 -0.151
N -0.163 2.571 1.530
N -0.179 3.978 3.581
N -1.925 5.569 4.372
C 2.713 -0.218 -1.202
C -3.320 5.508 -0.990
C -1.106 4.808 3.976
C 3.812 2.071 -1.069
C 3.295 3.499 -1.308
C 2.853 3.229 -3.805
C -3.131 -2.451 3.721
C -3.512 0.302 2.095
C -0.155 -0.346 4.600
C 0.950 -3.142 3.822
C 1.604 3.003 -4.746
C 0.221 0.833 -4.861
C -2.639 4.128 -1.106
C -4.306 -2.586 1.064
C 2.186 -0.516 2.591
C 2.552 -0.689 -2.673
C 1.201 -0.251 -4.543
C -0.258 3.288 2.488
C 1.636 -3.818 0.209
C -0.801 -4.009 -1.621
C -1.108 -4.999 1.221
H -4.125 -2.210 4.184
H -2.710 1.019 2.276
H -4.262 0.394 2.918
H -1.872 -4.107 -1.746
H -4.009 0.639 1.156
H 0.586 0.318 5.051
H 4.305 2.099 -0.090
H 2.662 -0.965 1.690
H -0.458 -1.053 5.373
H 4.512 1.841 -1.885
H -2.126 -5.292 0.911
H 3.311 -0.207 -3.303
H 1.091 3.985 -4.814
H 3.671 -0.619 -0.858
H -3.107 -3.540 3.561
H -0.459 -5.890 1.079
H 2.042 0.582 2.442
H -4.734 -2.031 0.176
H -1.054 0.248 4.278
H 2.172 0.018 -4.941
H 1.993 2.710 -5.716
H -0.308 -4.989 -1.821
H 1.776 -4.894 0.014
H 1.686 -3.011 4.620
H -0.746 0.615 -4.376
H 2.706 -1.782 -2.711
H -0.372 -3.288 -2.361
H -5.151 -2.775 1.789
H 2.942 -0.641 3.404
H 0.060 0.916 -5.954
H 0.051 -3.647 4.284
H -2.340 -2.232 4.456
H 2.125 -3.233 -0.597
H -3.138 6.008 -1.943
H 1.880 -0.602 -0.559
H 0.905 -1.209 -5.010
H -1.167 -4.803 2.285
H -3.907 -3.550 0.748
H 3.404 2.291 -3.696
H 2.623 3.718 -0.478
H 1.391 -3.872 3.101
H 4.110 4.224 -1.299
H 3.460 3.960 -4.354
H 2.200 -3.605 1.129

---

What did the third record say?
82
Properties=species:S:1:pos:R:3 method="wB97M-V/def2-TZVPD" spin_multiplicity=2 relative_energy_kj_mol=87.1 e_lumo_ha="0.0624 / 0.0276" homo_lumo_gap_ha="0.25208 / 0.22653" charge=-1 s_squared=0.75 energy_ha=-7907.743110
Ba -0.680 1.556 -1.004
Br -2.716 -1.023 -1.829
Ge -0.785 -1.370 1.148
Cl -5.059 5.746 -0.562
Cl -2.430 6.467 0.209
Si 0.600 -1.354 3.177
Si -0.304 -3.619 0.199
Si -3.074 -1.540 2.037
O 2.652 1.191 -1.003
O 1.241 -0.430 -3.106
O 0.602 2.097 -4.248
O 2.513 3.768 -2.492
O -1.946 3.866 -2.131
O -2.652 3.347 -0.151
N -0.163 2.571 1.530
N -0.179 3.978 3.581
N -1.925 5.569 4.372
C 2.713 -0.218 -1.202
C -3.320 5.508 -0.990
C -1.106 4.808 3.976
C 3.812 2.071 -1.069
C 3.295 3.499 -1.308
C 2.853 3.229 -3.805
C -3.131 -2.451 3.721
C -3.512 0.302 2.095
C -0.155 -0.346 4.600
C 0.950 -3.142 3.822
C 1.604 3.003 -4.746
C 0.221 0.833 -4.861
C -2.639 4.128 -1.106
C -4.306 -2.586 1.064
C 2.186 -0.516 2.591
C 2.552 -0.689 -2.673
C 1.201 -0.251 -4.543
C -0.258 3.288 2.488
C 1.636 -3.818 0.209
C -0.801 -4.009 -1.621
C -1.108 -4.999 1.221
H -4.125 -2.210 4.184
H -2.710 1.019 2.276
H -4.262 0.394 2.918
H -1.872 -4.107 -1.746
H -4.009 0.639 1.156
H 0.586 0.318 5.051
H 4.305 2.099 -0.090
H 2.662 -0.965 1.690
H -0.458 -1.053 5.373
H 4.512 1.841 -1.885
H -2.126 -5.292 0.911
H 3.311 -0.207 -3.303
H 1.091 3.985 -4.814
H 3.671 -0.619 -0.858
H -3.107 -3.540 3.561
H -0.459 -5.890 1.079
H 2.042 0.582 2.442
H -4.734 -2.031 0.176
H -1.054 0.248 4.278
H 2.172 0.018 -4.941
H 1.993 2.710 -5.716
H -0.308 -4.989 -1.821
H 1.776 -4.894 0.014
H 1.686 -3.011 4.620
H -0.746 0.615 -4.376
H 2.706 -1.782 -2.711
H -0.372 -3.288 -2.361
H -5.151 -2.775 1.789
H 2.942 -0.641 3.404
H 0.060 0.916 -5.954
H 0.051 -3.647 4.284
H -2.340 -2.232 4.456
H 2.125 -3.233 -0.597
H -3.138 6.008 -1.943
H 1.880 -0.602 -0.559
H 0.905 -1.209 -5.010
H -1.167 -4.803 2.285
H -3.907 -3.550 0.748
H 3.404 2.291 -3.696
H 2.623 3.718 -0.478
H 1.391 -3.872 3.101
H 4.110 4.224 -1.299
H 3.460 3.960 -4.354
H 2.200 -3.605 1.129

---

What did the third record say?
82
Properties=species:S:1:pos:R:3 method="wB97M-V/def2-TZVPD" spin_multiplicity=2 relative_energy_kj_mol=87.1 e_lumo_ha="0.0624 / 0.0276" homo_lumo_gap_ha="0.25208 / 0.22653" charge=-1 s_squared=0.75 energy_ha=-7907.743110
Ba -0.680 1.556 -1.004
Br -2.716 -1.023 -1.829
Ge -0.785 -1.370 1.148
Cl -5.059 5.746 -0.562
Cl -2.430 6.467 0.209
Si 0.600 -1.354 3.177
Si -0.304 -3.619 0.199
Si -3.074 -1.540 2.037
O 2.652 1.191 -1.003
O 1.241 -0.430 -3.106
O 0.602 2.097 -4.248
O 2.513 3.768 -2.492
O -1.946 3.866 -2.131
O -2.652 3.347 -0.151
N -0.163 2.571 1.530
N -0.179 3.978 3.581
N -1.925 5.569 4.372
C 2.713 -0.218 -1.202
C -3.320 5.508 -0.990
C -1.106 4.808 3.976
C 3.812 2.071 -1.069
C 3.295 3.499 -1.308
C 2.853 3.229 -3.805
C -3.131 -2.451 3.721
C -3.512 0.302 2.095
C -0.155 -0.346 4.600
C 0.950 -3.142 3.822
C 1.604 3.003 -4.746
C 0.221 0.833 -4.861
C -2.639 4.128 -1.106
C -4.306 -2.586 1.064
C 2.186 -0.516 2.591
C 2.552 -0.689 -2.673
C 1.201 -0.251 -4.543
C -0.258 3.288 2.488
C 1.636 -3.818 0.209
C -0.801 -4.009 -1.621
C -1.108 -4.999 1.221
H -4.125 -2.210 4.184
H -2.710 1.019 2.276
H -4.262 0.394 2.918
H -1.872 -4.107 -1.746
H -4.009 0.639 1.156
H 0.586 0.318 5.051
H 4.305 2.099 -0.090
H 2.662 -0.965 1.690
H -0.458 -1.053 5.373
H 4.512 1.841 -1.885
H -2.126 -5.292 0.911
H 3.311 -0.207 -3.303
H 1.091 3.985 -4.814
H 3.671 -0.619 -0.858
H -3.107 -3.540 3.561
H -0.459 -5.890 1.079
H 2.042 0.582 2.442
H -4.734 -2.031 0.176
H -1.054 0.248 4.278
H 2.172 0.018 -4.941
H 1.993 2.710 -5.716
H -0.308 -4.989 -1.821
H 1.776 -4.894 0.014
H 1.686 -3.011 4.620
H -0.746 0.615 -4.376
H 2.706 -1.782 -2.711
H -0.372 -3.288 -2.361
H -5.151 -2.775 1.789
H 2.942 -0.641 3.404
H 0.060 0.916 -5.954
H 0.051 -3.647 4.284
H -2.340 -2.232 4.456
H 2.125 -3.233 -0.597
H -3.138 6.008 -1.943
H 1.880 -0.602 -0.559
H 0.905 -1.209 -5.010
H -1.167 -4.803 2.285
H -3.907 -3.550 0.748
H 3.404 2.291 -3.696
H 2.623 3.718 -0.478
H 1.391 -3.872 3.101
H 4.110 4.224 -1.299
H 3.460 3.960 -4.354
H 2.200 -3.605 1.129